# 1
This record from OMol25 describes C35H42AsCl2CrN2O4 as an isolated structure. The level of theory is ωB97M-V with the def2-TZVPD basis set.

## Properties
Maximum force   0.058 Eh/bohr
HOMO level (spin up / spin down)   -5.476 / -5.498 eV
ΔE to the lowest compared entry with this formula, charge and spin   0.0 kJ/mol
Charge   0
Multiplicity   4

Positions of all 87 atoms, in Å:
H (4.61, 3.44, 3.89)
H (-2.08, 0.43, -4.17)
H (0.07, -4.27, 4.18)
H (-5.03, -0.93, -0.75)
H (-3.22, 1.46, 0.94)
C (1.39, -4.71, -1.45)
C (0.42, 1.66, -5.08)
H (-4.32, -1.58, 3.42)
H (2.91, 5.52, -5.63)
H (-1.24, -5.30, -1.31)
C (1.36, 2.51, -5.89)
C (2.47, 4.64, -6.10)
As (1.27, 0.13, 2.01)
C (-3.15, -1.26, -1.76)
H (2.45, 2.20, 3.83)
C (1.49, 2.29, -7.27)
C (2.48, -2.49, 1.70)
H (-2.83, -0.93, 4.14)
H (1.94, -5.54, 3.13)
C (-1.49, 3.04, 3.27)
O (-0.62, -1.92, -0.40)
C (-0.18, 0.89, 4.46)
C (-0.61, 2.25, 2.52)
C (5.18, 1.47, 1.16)
C (-2.95, 0.49, 1.39)
H (2.05, 3.17, -9.16)
H (-2.38, 1.69, -2.98)
H (-1.66, -4.01, -0.13)
C (4.44, 2.69, 3.12)
C (-2.67, 0.68, -3.29)
C (0.03, 1.16, 3.10)
C (3.95, 0.81, 1.09)
H (-4.79, 1.88, 2.50)
C (-3.36, -1.11, 3.19)
C (0.37, -2.63, -0.75)
O (-2.06, -0.24, 0.88)
C (3.22, 2.00, 3.09)
H (-2.69, -2.18, -1.40)
H (-1.21, 1.46, 6.27)
C (2.66, -3.84, 2.00)
H (-5.01, -2.33, -1.83)
C (-2.39, -0.27, -2.20)
Cr (-0.73, 0.05, -0.82)
H (-2.01, 3.85, 2.77)
C (2.98, 1.07, 2.07)
H (1.34, -2.15, -0.98)
H (-5.38, 0.54, 3.55)
C (-1.71, 2.76, 4.62)
H (5.94, 1.25, 0.40)
O (0.84, 0.32, 0.38)
C (1.96, 3.62, -5.28)
H (1.99, 3.68, -4.19)
H (6.37, 2.96, 2.18)
Cl (-1.30, 2.18, -0.88)
H (0.34, 0.05, 4.93)
H (-0.24, -1.85, 3.67)
H (-5.12, -0.67, -2.50)
N (0.30, -3.95, -0.88)
H (-0.62, -5.37, 0.37)
C (2.41, 4.51, -7.49)
C (-4.50, 1.08, 3.19)
H (2.07, -4.02, -1.95)
C (0.57, -2.42, 3.20)
H (-4.00, 1.54, 4.06)
H (2.74, 5.34, -8.12)
C (-0.88, -4.70, -0.46)
C (1.99, 3.31, -8.08)
H (-2.39, 3.39, 5.20)
H (-3.74, 0.70, -3.55)
C (5.42, 2.42, 2.16)
C (1.44, -1.78, 2.31)
H (1.95, -5.26, -0.68)
H (3.47, -4.40, 1.51)
H (1.18, 1.32, -7.68)
H (-2.76, -1.76, 2.55)
H (-0.42, 2.48, 1.47)
O (-0.45, 2.13, -4.38)
C (0.75, -3.77, 3.49)
H (3.73, 0.12, 0.28)
C (-4.66, -1.29, -1.72)
C (1.80, -4.48, 2.90)
Cl (0.50, -0.21, -2.60)
H (0.99, -5.43, -2.18)
H (0.55, 0.56, -5.20)
N (-3.61, 0.15, 2.50)
C (-1.05, 1.69, 5.22)
H (3.15, -1.99, 1.00)


# 2
This record from OMol25 describes C35H42BBiN11S2Sb as an isolated structure. The level of theory is ωB97M-V with the def2-TZVPD basis set.

## Properties
Maximum force   0.016 Eh/bohr
HOMO level (spin up / spin down)   -9.920 / -9.929 eV
ΔE to the lowest compared entry with this formula, charge and spin   49.5 kJ/mol
Charge   +1
Multiplicity   2

Positions of all 93 atoms, in Å:
H (-0.54, 2.60, -3.41)
H (2.17, -0.59, 5.58)
H (-1.55, 3.39, 4.24)
C (1.02, 2.92, -0.58)
H (-5.02, -1.97, -0.63)
H (0.99, 1.08, 7.04)
N (1.04, -1.16, -2.37)
C (1.45, 0.10, 5.18)
N (-1.34, -0.63, -2.30)
H (1.58, -0.66, 3.19)
N (-1.26, 2.74, 3.53)
C (-2.38, -5.10, 3.65)
H (2.11, -4.15, -3.11)
H (4.11, 2.27, 0.50)
C (-3.26, 3.59, 0.02)
C (-0.02, 2.54, -2.47)
H (4.81, -1.89, 1.14)
H (1.37, -1.83, -4.34)
C (-0.11, 1.89, 5.41)
Bi (-0.64, -0.24, 1.01)
H (0.20, 4.61, -1.78)
N (-1.87, 2.12, 1.31)
H (2.59, -4.67, -0.53)
H (2.52, 2.34, -6.73)
C (-3.09, -1.40, -1.24)
N (0.24, 0.90, 3.26)
C (-3.19, -1.83, -2.57)
H (5.00, 1.02, 1.41)
H (2.60, 3.94, 0.47)
H (3.26, -2.50, 1.78)
H (-3.78, 3.78, -0.90)
C (-3.28, 4.50, 1.08)
S (-2.51, -0.67, 2.63)
H (-0.48, -5.17, 2.67)
H (-4.26, -0.79, 0.45)
H (-2.37, -6.15, 3.91)
H (-1.96, 0.81, -4.62)
C (-0.37, 1.25, -6.11)
C (-0.37, 1.80, 4.03)
C (3.86, -1.62, 1.61)
H (-2.51, 1.69, -0.59)
C (2.12, 1.34, -6.90)
C (-2.54, 2.43, 0.19)
C (-4.09, -1.67, -0.17)
H (-3.76, -2.48, 0.49)
C (-1.32, -4.55, 2.96)
H (-1.72, -1.46, -4.20)
H (2.21, -3.47, 0.70)
H (-0.88, 1.67, -6.96)
H (3.58, 1.82, 2.15)
C (0.80, 1.03, 5.98)
H (-4.30, -4.73, 4.54)
C (-3.47, -4.31, 4.00)
C (-3.48, -2.97, 3.66)
C (1.76, -3.23, -2.66)
C (1.39, -2.07, -3.30)
H (5.03, 0.27, -1.21)
C (-0.93, 0.81, -4.94)
C (1.02, 1.04, -5.94)
N (1.14, -1.72, -1.12)
H (0.94, -4.48, 0.06)
C (4.07, -0.18, -1.44)
C (1.85, -3.94, -0.20)
H (-2.59, 4.89, 3.07)
H (0.97, 4.50, 0.82)
N (0.37, 1.36, -1.94)
C (1.59, -2.97, -1.30)
C (0.36, 3.55, -1.64)
Sb (2.90, -0.15, 0.33)
C (-2.06, -1.34, -3.18)
H (4.19, -1.21, -1.78)
H (3.55, 0.39, -2.21)
H (-3.97, -2.42, -3.01)
N (1.05, 1.60, -0.78)
H (-0.64, 2.62, 6.00)
H (-3.82, 5.43, 0.99)
C (4.02, 1.46, 1.22)
C (-2.59, 4.20, 2.23)
C (1.13, 0.08, 3.84)
S (0.04, -2.60, 1.66)
N (-1.96, -0.70, -1.08)
H (2.94, 0.63, -6.78)
H (-4.33, -2.35, 3.92)
C (1.57, 3.61, 0.62)
H (4.04, -1.10, 2.55)
C (-1.32, -3.20, 2.61)
H (1.77, 1.29, -7.93)
B (0.06, -0.01, -2.65)
H (1.53, 2.97, 1.50)
N (0.07, 0.35, -4.14)
N (1.27, 0.51, -4.76)
C (-1.90, 2.99, 2.32)
C (-2.41, -2.40, 2.97)


# 3
This record from OMol25 describes C35H42Cl5N2O4PSi2SnTe as an isolated structure. The level of theory is ωB97M-V with the def2-TZVPD basis set.

## Properties
Maximum force   0.011 Eh/bohr
HOMO level   -7.413 eV
ΔE to the lowest compared entry with this formula, charge and spin   132.6 kJ/mol
Charge   0

Positions of all 93 atoms, in Å:
H (-3.31, 3.11, 2.25)
H (1.90, -5.86, 0.88)
H (-1.21, 4.64, 1.86)
H (-2.42, 0.10, 5.98)
C (1.42, -4.28, -0.49)
H (-0.89, 2.93, 5.13)
H (-1.83, 6.26, -2.00)
H (-1.51, 3.44, -2.85)
O (-2.88, -2.23, -0.48)
C (1.80, 0.37, -5.09)
H (-1.63, 2.08, -1.73)
H (3.36, -7.04, -0.73)
C (1.06, -0.45, -4.25)
C (-1.31, 6.00, -1.07)
Si (-1.74, 4.27, -0.54)
H (1.30, -3.00, 4.39)
P (0.69, -2.20, -2.11)
H (0.45, -3.67, -4.68)
C (2.04, -5.46, -0.11)
H (1.61, -1.33, 3.88)
C (-0.74, -2.78, -3.12)
C (-1.94, 3.19, 5.29)
C (3.19, 0.36, -5.04)
H (-0.24, 6.10, -1.24)
Cl (6.21, -0.86, 0.25)
H (-3.28, -0.52, 4.56)
Te (-0.86, 2.03, 1.95)
H (2.56, -4.04, -3.67)
O (1.81, 1.65, 0.66)
H (-0.91, -2.28, 4.05)
O (0.16, -1.30, 1.27)
H (-2.12, 3.23, 6.36)
H (-3.48, 1.37, 2.05)
C (-0.69, -1.58, 2.16)
C (-2.93, -3.73, -4.56)
H (-3.96, 4.74, 0.50)
C (-1.64, -3.95, -5.03)
C (5.90, 1.56, 1.42)
H (3.62, -1.92, -2.57)
C (-1.19, 3.08, -1.86)
Cl (2.79, 3.97, 2.17)
H (-0.10, 2.99, -1.89)
C (5.28, 0.49, 0.77)
H (3.68, -6.13, -3.00)
C (-2.92, 2.14, 2.58)
H (1.29, 1.02, -5.78)
Sn (0.14, 0.23, -0.38)
C (3.91, 0.51, 0.53)
C (-2.28, -1.71, -1.43)
Cl (7.60, 1.55, 1.68)
N (-2.01, -1.28, 2.03)
Cl (5.85, 3.94, 2.68)
C (-3.59, 4.09, -0.30)
C (-2.54, 0.22, 4.90)
C (2.41, -4.44, -2.67)
C (-2.04, -2.54, -2.67)
C (-3.13, -3.03, -3.38)
C (-0.83, 3.98, 1.08)
H (-5.51, 1.54, 4.53)
C (3.08, 1.60, 0.91)
C (3.10, -1.29, -3.28)
H (-2.40, -1.44, 1.09)
C (2.86, -6.13, -1.02)
H (-3.79, -4.09, -5.12)
H (4.92, -0.47, -4.07)
H (-4.11, 4.37, -1.23)
H (3.76, 1.00, -5.69)
O (-1.76, -0.54, -1.45)
H (-4.91, 2.18, 6.07)
H (0.79, -3.75, 0.22)
H (-0.02, -0.44, -4.29)
H (-1.58, -0.02, 4.42)
H (-2.61, -1.62, 2.76)
H (-1.60, 6.74, -0.30)
H (-1.49, -4.49, -5.96)
C (3.83, -0.47, -4.13)
H (-2.10, 4.19, 4.88)
H (0.23, 4.19, 0.95)
C (1.17, -2.28, 3.58)
C (5.11, 2.63, 1.84)
C (3.04, -5.61, -2.30)
H (1.69, -2.63, 2.70)
Cl (3.15, -0.85, -0.22)
C (1.59, -3.76, -1.77)
H (-5.14, 3.27, 4.69)
C (-0.56, -3.48, -4.31)
C (1.71, -1.31, -3.35)
H (-3.85, 3.06, -0.06)
Si (-3.06, 1.96, 4.44)
C (3.74, 2.65, 1.61)
H (-4.13, -2.85, -3.00)
N (-0.25, -2.16, 3.29)
C (-4.82, 2.26, 4.98)


For reference, E_tot by record: -5969.975661, -3237.224167, -5473.174351 Eh.